# 1
Entry from the Open Molecules 2025 dataset: a molecular structure, C35H58N4O3P2PbSi4Te (ωB97M-V/def2-TZVPD).

Output
E, Eh: -4114.767663
Gap between HOMO and LUMO, eV: 5.13
Total charge: -2
2S+1: 1

Geometry as XYZ:
```
108
Properties=species:S:1:pos:R:3:mulliken_charge:R:1
Pb 0.33 -0.72 0.02 0.612
O 3.95 -0.43 1.35 -0.523
N 4.48 -1.52 1.54 -0.421
N 4.02 -2.49 0.81 0.021
O 2.66 -2.58 -1.56 -0.251
C 4.64 -3.71 1.07 0.002
C 4.20 -4.82 0.32 -0.346
C 4.75 -6.08 0.51 -0.489
C 5.76 -6.28 1.44 -0.431
C 6.21 -5.20 2.18 -0.413
C 5.67 -3.93 2.01 -0.299
H 3.43 -4.66 -0.41 0.390
H 4.39 -6.90 -0.09 0.340
H 6.19 -7.27 1.58 0.342
H 7.00 -5.33 2.91 0.322
H 6.02 -3.10 2.59 0.418
N -1.94 -4.41 1.61 -0.479
C -1.49 -3.15 1.34 0.503
O -0.45 -2.74 1.83 -0.609
C -2.36 -2.33 0.40 -0.467
C -2.00 -0.85 0.44 0.206
H -1.27 -5.04 2.03 0.276
H -2.66 -4.81 1.03 0.209
H -3.41 -2.56 0.63 0.386
H -2.17 -2.73 -0.60 0.132
H -2.23 -0.42 1.42 -0.212
H -2.57 -0.31 -0.32 -0.476
C 3.37 -1.78 -2.48 -1.013
P 2.44 -0.24 -2.96 0.880
C 3.72 0.37 -4.16 -1.506
C 1.12 -0.80 -4.02 -0.435
C 1.35 -1.68 -5.10 0.247
C 0.40 -2.23 -5.92 -2.034
C -1.01 -1.79 -5.88 0.188
C -1.33 -0.65 -4.86 -1.195
C -0.31 -0.60 -3.66 2.068
P -0.58 0.78 -2.46 1.192
C -2.39 1.12 -2.59 -1.371
C 0.06 2.26 -3.33 -1.146
H 4.33 -1.48 -2.06 0.453
H 3.56 -2.37 -3.38 0.357
H 3.10 -2.43 -0.68 0.270
H 3.98 -0.39 -4.91 0.331
H 4.63 0.65 -3.63 0.447
H 3.34 1.24 -4.69 0.359
H 2.38 -1.98 -5.29 0.098
H 0.71 -2.89 -6.73 0.197
H -1.35 -1.50 -6.88 0.552
H -1.65 0.31 -5.29 0.317
H -2.62 1.95 -1.92 0.266
H -2.96 0.26 -2.26 0.212
H -2.69 1.38 -3.61 0.440
H -0.21 2.23 -4.39 0.377
H 1.14 2.30 -3.24 0.259
H -0.37 3.16 -2.88 0.495
C -0.53 1.42 6.00 -1.126
Si -1.76 1.66 4.59 0.407
C -2.42 -0.02 4.10 -0.895
C -3.22 2.67 5.26 -1.030
Si -0.72 2.78 2.84 0.257
Te 1.14 1.47 1.84 -0.589
Si -2.25 3.63 1.29 0.202
C -1.36 3.88 -0.34 -0.274
C -3.74 2.51 1.03 -0.747
C -2.94 5.30 1.88 -1.085
Si 0.41 4.64 3.71 0.330
C 0.98 5.73 2.27 -1.084
C -0.65 5.71 4.86 -1.016
C 1.93 4.13 4.70 -1.051
H -0.96 0.78 6.77 0.385
H -0.25 2.37 6.46 0.233
H 0.38 0.95 5.62 0.314
H -2.84 -0.53 4.98 0.468
H -1.61 -0.65 3.70 0.074
H -3.19 0.05 3.34 0.281
H -3.69 2.15 6.10 0.366
H -3.99 2.81 4.49 0.243
H -2.91 3.66 5.60 0.253
H -0.79 2.98 -0.58 -0.661
H -0.64 4.70 -0.27 0.410
H -2.05 4.10 -1.16 0.474
H -3.44 1.57 0.55 0.014
H -4.47 3.01 0.39 0.434
H -4.23 2.26 1.97 0.258
H -2.15 6.06 1.92 0.249
H -3.37 5.22 2.88 0.263
H -3.72 5.65 1.20 0.415
H 0.13 6.17 1.75 0.254
H 1.55 5.13 1.56 0.284
H 1.62 6.54 2.63 0.400
H -1.51 6.14 4.35 0.280
H -0.04 6.53 5.26 0.383
H -1.01 5.12 5.71 0.242
H 2.55 3.43 4.14 0.316
H 1.65 3.66 5.64 0.246
H 2.53 5.02 4.93 0.346
N -3.07 -6.07 -5.91 -0.695
C -2.57 -5.17 -5.37 -0.059
C -1.99 -4.05 -4.70 -0.132
C -1.19 -4.24 -3.63 -0.663
C -0.54 -3.08 -3.04 -0.853
C -1.08 -1.87 -3.23 0.145
C -2.28 -1.63 -4.13 -0.806
C -2.22 -2.67 -5.24 -0.200
H -0.98 -5.24 -3.27 0.460
H 0.47 -3.17 -2.65 0.138
H -3.22 -1.35 -3.67 0.400
H -3.06 -2.66 -5.92 0.697
```

---

# 2
Entry from the Open Molecules 2025 dataset: a molecular structure, C35H58N5O5PS2Tl (ωB97M-V/def2-TZVPD).

Output
E, Eh: -3328.566360
Gap between HOMO and LUMO (spin up / spin down), eV: 7.31 / 5.03
Total charge: +1
2S+1: 1

Geometry as XYZ:
```
107
Properties=species:S:1:pos:R:3:mulliken_charge:R:1
Tl -1.40 0.36 -0.12 1.340
C -0.56 3.14 4.79 -0.909
N -1.44 3.12 3.63 0.222
C -2.86 3.24 3.91 -1.114
C -1.03 2.75 2.40 0.776
O -1.80 2.66 1.44 -0.735
C 0.46 2.45 2.24 -1.180
O 0.79 2.16 0.91 -0.454
C 1.13 3.29 0.14 -1.340
C 0.38 3.33 -1.19 0.692
O -0.51 2.53 -1.46 -0.569
N 0.74 4.33 -2.01 0.204
C 0.03 4.51 -3.27 -1.102
C 1.90 5.18 -1.77 -0.980
H -1.02 3.76 5.56 0.396
H -0.42 2.13 5.20 0.255
H 0.41 3.56 4.55 0.316
H -3.11 4.26 4.19 0.324
H -3.42 2.97 3.01 0.312
H -3.14 2.56 4.72 0.388
H 1.08 3.26 2.62 0.518
H 0.68 1.55 2.82 0.552
H 0.89 4.21 0.67 0.799
H 2.21 3.27 -0.04 0.432
H -0.89 3.94 -3.23 0.239
H -0.20 5.56 -3.41 0.459
H 0.62 4.15 -4.12 0.332
H 2.83 4.64 -1.93 0.321
H 1.86 6.01 -2.47 0.330
H 1.89 5.58 -0.76 0.340
N -1.94 -2.06 -2.58 0.738
C -2.37 -3.21 -3.12 -0.349
C -3.71 -3.32 -2.80 -0.813
C -3.98 -2.16 -2.05 -0.529
N -2.90 -1.40 -1.93 -0.473
H -1.00 -1.65 -2.59 -0.154
H -1.73 -3.86 -3.68 0.491
H -4.38 -4.12 -3.06 0.393
H -4.92 -1.86 -1.60 0.490
C 0.02 -2.46 6.09 -1.254
C -0.35 -3.56 5.11 0.504
C 0.77 -3.86 4.12 -1.218
O -1.62 -3.25 4.44 -0.289
P -1.93 -2.38 3.16 0.609
S -1.40 -3.18 1.41 -0.222
S -1.06 -0.58 3.17 -0.249
O -3.51 -2.36 3.16 -0.337
C -4.48 -1.94 4.16 0.486
C -4.46 -2.83 5.39 -1.190
C -4.31 -0.47 4.51 -1.246
H 0.91 -2.74 6.63 0.453
H -0.79 -2.29 6.80 0.340
H 0.21 -1.53 5.55 0.185
H -0.59 -4.46 5.67 0.250
H 1.04 -2.96 3.58 0.133
H 0.45 -4.62 3.41 0.348
H 1.64 -4.23 4.66 0.524
H -5.42 -2.08 3.63 0.235
H -3.56 -2.66 5.97 0.141
H -4.51 -3.88 5.11 0.346
H -5.33 -2.59 6.01 0.481
H -3.39 -0.32 5.08 0.205
H -5.15 -0.15 5.12 0.526
H -4.27 0.14 3.61 0.291
C -2.37 1.84 -5.44 -1.833
C -0.99 1.37 -5.09 0.391
C 0.09 1.59 -5.95 -0.854
C 1.39 1.17 -5.63 0.016
C 2.53 1.43 -6.57 -1.881
C 1.61 0.51 -4.44 -0.564
C 0.55 0.27 -3.51 0.417
C -0.75 0.73 -3.89 0.451
N 0.62 -0.36 -2.33 0.018
C 1.82 -0.92 -1.74 1.045
C 2.98 0.09 -1.56 -0.822
C 4.18 -0.60 -0.91 0.230
C 3.78 -1.11 0.48 -1.348
C 2.64 -2.11 0.34 0.852
C 3.10 -3.29 -0.51 -1.435
C 3.50 -2.79 -1.90 0.347
C 4.63 -1.77 -1.79 -1.268
C 2.29 -2.14 -2.57 -1.494
C 1.45 -1.42 -0.33 -0.642
H -2.35 2.53 -6.28 0.410
H -2.83 2.34 -4.58 0.366
H -3.00 1.00 -5.71 0.370
H -0.08 2.08 -6.90 0.351
H 2.25 2.11 -7.37 0.398
H 2.89 0.51 -7.03 0.363
H 3.38 1.86 -6.03 0.378
H 2.60 0.14 -4.26 0.821
H -1.56 0.58 -3.19 0.384
H 2.61 0.90 -0.92 -0.489
H 3.28 0.54 -2.51 0.839
H 5.00 0.12 -0.82 0.334
H 3.47 -0.26 1.11 0.319
H 4.64 -1.58 0.97 0.566
H 2.33 -2.47 1.32 -0.154
H 2.30 -4.03 -0.60 0.447
H 3.95 -3.78 -0.03 0.538
H 3.82 -3.64 -2.52 0.253
H 4.91 -1.41 -2.78 0.546
H 5.52 -2.24 -1.35 0.507
H 1.46 -2.86 -2.63 0.467
H 2.54 -1.84 -3.59 0.503
H 1.16 -0.55 0.27 -0.197
H 0.59 -2.10 -0.39 0.039
```

---

# 3
Entry from the Open Molecules 2025 dataset: a molecular structure, C35H59BClCuF4N2O4P (ωB97M-V/def2-TZVPD).

Output
E, Eh: -4646.046158
Gap between HOMO and LUMO, eV: 7.98
Total charge: -1
2S+1: 1

Geometry as XYZ:
```
108
Properties=species:S:1:pos:R:3:nbo_charge:R:1
Cu -0.56 0.12 -1.50 0.875
C 4.09 2.78 1.28 -0.597
C 2.99 3.05 2.30 -0.239
C 3.56 3.02 3.72 -0.594
C 1.82 2.09 2.16 -0.025
C 0.56 2.57 1.83 -0.174
C -0.56 1.76 1.77 0.006
C -1.92 2.39 1.54 -0.250
C -2.66 2.61 2.88 -0.599
C -1.85 3.73 0.81 -0.609
C -0.42 0.39 2.05 0.007
C 0.85 -0.12 2.39 -0.019
C 1.94 0.73 2.42 -0.199
C 1.05 -1.56 2.84 -0.260
C 1.33 -1.63 4.34 -0.590
C 2.18 -2.26 2.08 -0.598
C -1.65 -0.45 2.27 -0.035
C -1.99 -0.54 3.63 -0.170
C -3.10 -1.21 4.09 -0.217
C -3.93 -1.83 3.16 -0.220
C -3.60 -1.77 1.83 -0.201
C -2.47 -1.11 1.33 -0.324
P -2.16 -1.21 -0.50 0.767
C -1.61 -3.02 -0.71 -0.282
C -2.33 -4.08 0.12 -0.625
C -1.70 -3.39 -2.19 -0.630
C -0.14 -3.01 -0.31 -0.627
C -3.85 -0.94 -1.32 -0.309
C -4.89 -2.08 -1.32 -0.613
C -3.56 -0.60 -2.79 -0.623
C -4.47 0.31 -0.68 -0.630
H 4.86 3.55 1.33 0.202
H 3.68 2.76 0.26 0.222
H 4.56 1.81 1.47 0.195
H 2.60 4.05 2.11 0.201
H 4.00 2.05 3.94 0.197
H 2.77 3.21 4.46 0.211
H 4.33 3.78 3.84 0.201
H 0.46 3.63 1.62 0.207
H -2.51 1.70 0.94 0.226
H -2.00 3.12 3.58 0.196
H -2.99 1.67 3.33 0.210
H -3.54 3.23 2.71 0.207
H -1.52 4.53 1.49 0.182
H -2.84 4.00 0.45 0.228
H -1.19 3.70 -0.05 0.241
H 2.91 0.33 2.71 0.191
H 0.13 -2.11 2.65 0.216
H 2.23 -1.07 4.59 0.199
H 1.47 -2.67 4.66 0.202
H 0.50 -1.22 4.92 0.208
H 3.16 -1.88 2.39 0.196
H 2.09 -2.13 1.01 0.216
H 2.16 -3.33 2.29 0.209
H -1.36 -0.02 4.34 0.205
H -3.33 -1.24 5.15 0.207
H -4.83 -2.35 3.48 0.208
H -4.25 -2.27 1.13 0.211
H -3.39 -4.16 -0.11 0.206
H -2.21 -3.92 1.19 0.211
H -1.87 -5.05 -0.12 0.207
H -2.72 -3.56 -2.52 0.199
H -1.14 -4.32 -2.35 0.208
H -1.24 -2.64 -2.83 0.252
H -0.02 -2.71 0.73 0.196
H 0.44 -2.34 -0.95 0.243
H 0.28 -4.02 -0.41 0.206
H -4.51 -2.99 -1.78 0.207
H -5.74 -1.74 -1.92 0.213
H -5.29 -2.31 -0.34 0.191
H -3.14 -1.44 -3.34 0.217
H -2.87 0.23 -2.89 0.256
H -4.49 -0.31 -3.28 0.207
H -4.71 0.16 0.37 0.199
H -5.39 0.55 -1.22 0.215
H -3.81 1.16 -0.79 0.252
C 4.87 0.33 -4.04 -0.628
C 4.44 1.36 -2.99 -0.199
N 3.57 0.81 -1.96 -0.435
C 4.20 -0.07 -0.99 -0.222
C 4.17 -1.57 -1.33 -0.642
C 2.22 1.01 -1.96 0.535
C 1.65 2.01 -2.93 -0.689
N 1.40 0.42 -1.16 -0.891
H 5.41 0.84 -4.85 0.205
H 3.99 -0.16 -4.47 0.247
H 5.52 -0.43 -3.62 0.194
H 3.93 2.18 -3.48 0.217
H 5.33 1.77 -2.50 0.178
H 3.74 0.10 -0.02 0.206
H 5.24 0.26 -0.90 0.196
H 3.25 -1.83 -1.84 0.253
H 4.23 -2.16 -0.41 0.205
H 5.00 -1.85 -1.97 0.204
H 2.14 2.98 -2.83 0.210
H 0.59 2.13 -2.72 0.272
H 1.75 1.66 -3.96 0.263
H 1.83 -0.26 -0.55 0.354
O 1.37 -1.92 -3.43 -0.887
Cl 0.53 -1.25 -4.40 2.557
O 1.32 -0.31 -5.16 -0.863
O -0.08 -2.22 -5.27 -0.847
O -0.53 -0.54 -3.69 -0.908
F -1.71 4.16 -2.82 -0.569
B -2.37 2.93 -2.89 1.355
F -3.68 3.03 -2.38 -0.574
F -2.39 2.44 -4.19 -0.558
F -1.65 1.99 -2.05 -0.617
```

---

# 4
Entry from the Open Molecules 2025 dataset: 8 unconnected molecules or ions with the total composition C35H59BIN2O17S (ωB97M-V/def2-TZVPD).

Output
E, Eh: -3478.357697
Gap between HOMO and LUMO, eV: 8.23
Total charge: +1
2S+1: 1

Geometry as XYZ:
```
116
Properties=species:S:1:pos:R:3:mulliken_charge:R:1
C 0.84 5.20 2.88 -1.187
C 0.88 3.66 2.79 0.207
S -0.06 2.82 4.07 -0.049
C -1.77 2.98 3.54 -0.774
N -2.43 1.81 2.80 0.323
C -2.82 2.11 1.35 -1.250
C -1.69 1.86 0.37 0.250
I -2.54 2.14 -1.59 0.233
N -1.17 0.52 0.48 -0.061
C -0.65 0.29 1.81 0.111
O -0.29 -1.06 1.95 -0.722
B 1.07 -1.37 2.03 1.056
O 1.88 -1.16 0.92 -0.437
O 1.56 -2.02 3.15 -0.549
C -1.71 0.50 2.90 -1.407
H 0.09 5.53 3.59 0.353
H 0.65 5.60 1.89 0.209
H 1.83 5.52 3.21 0.317
H 0.60 3.33 1.79 -0.055
H 1.90 3.30 2.95 0.523
H -1.88 3.89 2.94 0.434
H -2.35 3.13 4.45 0.392
H -3.32 1.68 3.27 0.404
H -3.23 3.12 1.30 0.528
H -3.64 1.42 1.13 0.458
H -0.90 2.60 0.46 -0.230
H -1.86 -0.18 0.25 0.416
H 0.22 0.93 1.99 0.244
H 2.47 -0.42 1.04 0.263
H 1.65 -1.45 3.92 0.312
H -1.31 0.36 3.90 0.427
H -2.46 -0.28 2.73 0.424
O -4.01 2.16 -4.34 -0.640
C -4.48 3.27 -4.38 0.419
O -3.75 4.37 -4.09 -0.124
C -4.59 5.54 -4.13 -0.451
C -5.77 5.15 -5.02 -0.593
C -5.90 3.66 -4.73 -0.392
H -4.90 5.78 -3.11 0.301
H -4.00 6.36 -4.53 0.314
H -6.67 5.73 -4.80 0.349
H -5.51 5.30 -6.06 0.269
H -6.53 3.45 -3.86 0.284
H -6.25 3.08 -5.58 0.286
O 7.06 -4.98 0.94 -0.580
C 5.88 -4.85 0.83 0.369
O 5.31 -3.63 0.61 -0.385
C 3.87 -3.75 0.62 -0.210
C 3.59 -5.22 0.31 0.580
C 4.80 -5.91 0.93 -0.452
H 3.51 -3.47 1.61 0.133
H 3.47 -3.06 -0.11 0.217
H 2.64 -5.55 0.70 -0.635
H 3.58 -5.38 -0.77 0.271
H 4.65 -6.15 1.98 0.309
H 5.10 -6.81 0.41 0.308
O -4.48 2.97 -8.36 -0.603
C -3.48 2.36 -8.15 0.573
O -2.25 2.85 -8.43 -0.378
C -1.24 1.87 -8.14 -0.484
C -1.88 0.93 -7.13 -0.269
C -3.34 0.97 -7.55 -0.321
H -0.97 1.37 -9.07 0.265
H -0.36 2.39 -7.76 0.338
H -1.44 -0.07 -7.13 0.366
H -1.77 1.34 -6.12 0.048
H -3.57 0.23 -8.32 0.329
H -4.03 0.86 -6.72 0.155
O 0.55 4.29 -0.18 -0.533
C 0.64 4.81 -1.27 0.240
O -0.25 4.55 -2.23 -0.129
C 0.13 5.22 -3.46 -0.342
C 1.03 6.36 -3.01 -0.579
C 1.69 5.78 -1.76 -0.513
H 0.64 4.50 -4.09 0.264
H -0.78 5.54 -3.96 0.195
H 1.73 6.67 -3.79 0.354
H 0.43 7.23 -2.74 0.283
H 2.59 5.21 -2.00 0.300
H 1.92 6.52 -1.00 0.317
O 3.21 -8.88 0.80 -0.584
C 2.27 -8.89 0.06 0.475
O 1.69 -7.74 -0.37 -0.215
C 0.52 -8.03 -1.15 -0.247
C 0.72 -9.46 -1.65 -0.578
C 1.53 -10.08 -0.51 -0.478
H -0.36 -7.95 -0.51 0.049
H 0.45 -7.30 -1.96 0.329
H -0.21 -9.97 -1.87 0.342
H 1.33 -9.45 -2.56 0.286
H 0.89 -10.48 0.27 0.270
H 2.23 -10.84 -0.83 0.330
O -2.90 -7.07 1.00 -0.580
C -1.91 -6.63 1.49 0.417
O -0.99 -7.41 2.12 -0.367
C 0.05 -6.61 2.69 -0.567
C 0.03 -5.30 1.90 0.322
C -1.45 -5.18 1.55 -0.474
H -0.17 -6.46 3.75 0.359
H 0.99 -7.15 2.60 0.254
H 0.43 -4.46 2.46 0.254
H 0.61 -5.42 0.99 -0.197
H -2.03 -4.67 2.33 0.307
H -1.64 -4.70 0.59 0.315
O 3.19 5.23 5.06 -0.584
C 3.40 4.45 5.94 0.533
O 4.32 3.47 5.82 -0.357
C 4.30 2.62 6.99 -0.388
C 3.68 3.48 8.09 -0.483
C 2.72 4.36 7.29 -0.359
H 3.69 1.74 6.76 0.217
H 5.31 2.31 7.20 0.315
H 3.20 2.88 8.87 0.339
H 4.44 4.09 8.56 0.262
H 1.74 3.90 7.15 0.155
H 2.59 5.36 7.71 0.345
```